Molecular formula: C10H15N2O
Method: DFT, the ωB97M-V functional and the def2-TZVPD basis

The geometry in XYZ format:
```
28
Properties=species:S:1:pos:R:3:forces:R:3:mulliken_charge:R:1
C -2.791912 -1.286881 -0.143627 0.1 0.1 -0.1 -1.718
C -1.716404 -0.239610 -0.415382 0.1 0.0 0.0 0.748
C -2.189601 1.128410 0.067922 0.1 -0.1 -0.2 -1.432
C -0.373152 -0.600702 0.277020 -0.3 0.4 -0.3 -0.370
C -0.019632 -2.037746 0.250794 0.5 0.3 -0.1 -0.531
N 1.210672 -2.326327 -0.016233 0.2 -1.3 0.0 -0.632
C 1.889496 -1.194905 -0.247484 -1.3 2.3 -1.1 0.109
N 3.174118 -1.079078 -0.249369 -0.2 -0.9 0.0 -0.038
C 3.809574 0.218991 -0.220134 0.2 0.7 0.0 -0.662
C 2.951906 1.180955 0.561044 0.1 -0.1 0.1 -0.357
C 1.634109 1.065369 0.618145 -0.3 0.0 -0.2 -0.752
C 0.906061 0.091094 -0.291655 0.3 0.3 0.6 1.040
O 0.509223 0.838524 -1.465459 0.8 -1.6 0.5 -0.508
H -2.593919 -2.220279 -0.665698 -0.1 -0.1 0.0 0.459
H -3.747306 -0.907970 -0.498223 -0.1 0.0 0.0 0.439
H -2.889374 -1.486695 0.922414 -0.1 -0.1 0.1 0.371
H -1.527044 -0.191621 -1.489857 -0.1 0.0 0.1 0.293
H -3.052064 1.442573 -0.515239 -0.1 0.1 0.0 0.402
H -1.413474 1.880281 -0.053357 0.0 0.1 0.0 0.367
H -2.486003 1.082433 1.115417 0.0 0.0 0.1 0.365
H -0.496024 -0.329862 1.334331 0.1 0.0 0.1 0.446
H -0.708423 -2.834240 0.479790 -0.1 -0.1 0.1 0.557
H 3.735852 -1.913459 -0.097822 -0.1 0.0 0.0 0.346
H 3.960441 0.589239 -1.242447 0.1 -0.1 0.1 0.276
H 4.794611 0.119839 0.239156 -0.1 -0.1 -0.1 0.456
H 3.481191 1.949414 1.100394 0.0 0.2 0.0 0.452
H 1.025522 1.737509 1.200667 -0.1 0.2 0.1 0.440
H 1.224290 1.415637 -1.756414 0.1 0.0 0.1 0.437
```
Forces are in eV/Å.

Calculated values
HOMO-LUMO gap: 9.5 eV
total energy: -15633.4959 eV
F_max: 2.8 eV/A
E_LUMO: -4.78 eV
ΔE to the lowest compared entry with this formula, charge and spin: 1.7 kJ/mol
net charge: +1